Entry 1:
Entry from the Open Molecules 2025 dataset: C24H33CoN7O3S as an isolated structure (the ωB97M-V functional and the def2-TZVPD basis).

Element x y z (Å)
1 Co 0.624232 -1.008381 0.778206
2 C 2.229626 -5.778746 0.832882
3 N 2.931793 -4.548060 1.183975
4 C 4.061189 -4.461072 1.977907
5 C 4.407987 -3.168902 2.049661
6 N 3.463445 -2.452737 1.309902
7 C 2.562612 -3.325629 0.780314
8 S 1.226609 -2.972850 -0.210364
9 C 3.597785 -1.087327 0.958882
10 C 4.875500 -0.568835 0.815046
11 C 5.020626 0.762004 0.475378
12 C 3.884669 1.524893 0.261474
13 C 2.653286 0.924768 0.394859
14 N 2.491386 -0.362610 0.753789
15 H 2.723245 -6.606876 1.331830
16 H 2.260281 -5.930068 -0.243618
17 H 1.193919 -5.714253 1.159964
18 H 4.509379 -5.331402 2.423481
19 H 5.204674 -2.685739 2.584137
20 H 5.736423 -1.208896 0.937873
21 H 6.007462 1.187597 0.356044
22 H 3.944859 2.566218 -0.018317
23 H 1.742398 1.473403 0.207889
24 C -2.342241 -3.844676 1.105641
25 C -1.656167 -2.720729 1.839519
26 O -1.245443 -1.666921 0.920024
27 H -2.655904 -4.611198 1.813846
28 H -1.671696 -4.301464 0.376666
29 H -3.239431 -3.489445 0.594587
30 H -0.746106 -3.063045 2.333593
31 H -2.307424 -2.261354 2.582901
32 H -1.687851 -1.787969 0.071168
33 O -4.042097 3.474163 -0.724512
34 C -4.145110 3.805246 0.652992
35 N -3.232103 2.947361 1.357362
36 C -2.167058 3.423731 2.055083
37 O -1.924994 4.595144 2.231800
38 C -1.183837 2.383272 2.529484
39 C -0.471576 2.599598 3.702385
40 C 0.506769 1.690695 4.066073
41 C 0.783105 0.635002 3.216516
42 N 0.122914 0.439271 2.068074
43 C -0.864294 1.286901 1.751589
44 H -4.827667 3.798307 -1.178098
45 H -5.165530 3.650271 1.007802
46 H -3.839395 4.832758 0.849657
47 H -3.437447 1.962602 1.384860
48 H -0.684909 3.476706 4.299664
49 H 1.070942 1.806641 4.980168
50 H 1.568646 -0.073131 3.449935
51 H -1.370622 1.095327 0.816378
52 N -0.021978 0.059890 -0.956061
53 C -0.379926 0.625586 -1.906754
54 N -0.782774 1.258544 -2.961662
55 C -1.627438 2.468344 -2.847796
56 C -2.775986 2.384852 -3.839024
57 C -2.267798 2.104534 -5.250886
58 C -1.432851 0.826737 -5.285460
59 C -0.274061 0.911119 -4.305836
60 H -0.996982 3.337137 -3.059263
61 H -1.994578 2.544520 -1.825184
62 H -3.325900 3.325567 -3.802878
63 H -3.461983 1.594488 -3.522310
64 H -1.659453 2.947255 -5.594765
65 H -3.106185 2.021090 -5.941523
66 H -1.030995 0.653333 -6.284299
67 H -2.057108 -0.034547 -5.032173
68 H 0.429817 1.691281 -4.609490
69 H 0.269326 -0.029299 -4.230990

Atoms 1-6, force components in eV/Å:
-0.008 0.014 0.040
-0.015 -0.005 -0.003
-0.090 0.008 -0.021
0.102 -0.082 -0.044
-0.012 0.088 0.121
0.037 0.050 -0.012

Values from the calculation:
highest occupied orbital energy (spin up / spin down) = -14.02 / -13.96 eV
E_LUMO (spin up / spin down) = -5.359 / -5.427 eV
2S+1 = 2
net charge = +2
calculated total energy = -3323.900055 Eh
HOMO-LUMO gap (spin up / spin down) = 8.7 / 8.5 eV
ΔE to the lowest compared entry with this formula, charge and spin = 0.0000 eV

Atom charges from the natural (NBO) analysis, given in e for atoms 1 to 4: atom 1 (Co): 1.084, atom 2 (C): -0.410, atom 3 (N): -0.321, atom 4 (C): -0.035

***

Entry 2:
Entry from the Open Molecules 2025 dataset: one molecule with the formula C5H9NO (the ωB97M-V functional and the def2-TZVPD basis).

Element x y z (Å)
1 C 2.211994 -0.514242 1.566223
2 C 1.318951 -1.289887 1.041555
3 N 0.666227 -0.732167 -0.283975
4 O 1.456016 -1.191291 -1.185530
5 C -0.385927 0.066220 -0.582608
6 C -1.209160 0.707091 0.439786
7 C -0.804660 -0.040461 -1.965882
8 H 3.018382 -0.906871 2.224109
9 H 2.148354 0.514616 1.379328
10 H 1.227485 -2.334139 1.066188
11 H -0.769208 0.547464 1.451669
12 H -2.106947 0.141633 0.546585
13 H -1.433488 1.733242 0.300342
14 H -1.791888 -0.170686 -2.087556
15 H -0.679115 0.891136 -2.562292
16 H -0.378310 -0.839419 -2.561965

Atoms 1-6, force components in eV/Å:
1.369 -0.716 1.981
-1.603 1.837 -2.768
-0.064 0.637 0.684
-0.688 -0.285 -0.174
2.694 -2.781 1.073
0.717 -1.426 2.193

Values from the calculation:
highest occupied orbital energy (spin up / spin down) = -8.02 / -8.02 eV
E_LUMO (spin up / spin down) = 0.952 / 0.952 eV
2S+1 = 1
calculated total energy = -325.758549 Eh
HOMO-LUMO gap (spin up / spin down) = 9.0 / 9.0 eV
ΔE to the lowest compared entry with this formula, charge and spin = 4.8710 eV

Atom charges from the natural (NBO) analysis, given in e for atoms 1 to 4: atom 1 (C): -0.393, atom 2 (C): -0.028, atom 3 (N): 0.080, atom 4 (O): -0.554

***

Entry 3:
Entry from the Open Molecules 2025 dataset: C35H31N5O2PPb as an isolated structure (the ωB97M-V functional and the def2-TZVPD basis).

Element x y z (Å)
1 Pb -0.700541 0.945412 0.551876
2 C -1.574341 1.803212 -3.853224
3 C -2.803041 1.182712 -4.016724
4 C -3.556741 0.884912 -2.894024
5 C -3.052441 1.202412 -1.635324
6 N -1.825341 1.715712 -1.490324
7 C -1.115141 2.019712 -2.564824
8 C -3.834541 1.033612 -0.402224
9 C -5.222741 0.903012 -0.410924
10 C -5.890241 0.803312 0.796076
11 C -5.167641 0.881712 1.974776
12 C -3.781641 1.017412 1.908776
13 N -3.156341 1.086812 0.738476
14 C -2.944141 1.186312 3.110876
15 C -3.394341 0.871612 4.394476
16 C -2.591241 1.174912 5.483476
17 C -1.361141 1.779112 5.264376
18 C -0.964841 1.997612 3.951176
19 N -1.725341 1.699712 2.910876
20 H -0.982041 2.091812 -4.704724
21 H -3.171641 0.939612 -5.003424
22 H -4.499741 0.378012 -3.004024
23 H -0.140041 2.447712 -2.377724
24 H -5.771641 0.890512 -1.335224
25 H -6.962941 0.675912 0.819876
26 H -5.678341 0.857512 2.921276
27 H -4.345141 0.387812 4.551876
28 H -2.925241 0.956512 6.487876
29 H -0.727841 2.065012 6.089176
30 H -0.009741 2.445512 3.710876
31 N -0.974641 -1.228788 2.055276
32 N -2.020841 -1.938788 1.427376
33 C -2.214841 -1.812888 0.026176
34 O -2.995741 -2.580188 -0.486724
35 O -1.569941 -0.874188 -0.538824
36 H -0.118741 -1.783288 2.134776
37 H -1.277241 -0.955588 2.987376
38 H -2.213241 -2.872588 1.767576
39 C 2.188059 0.332612 2.853576
40 H 2.314259 1.398012 2.737576
41 H 1.400159 0.042712 3.530076
42 C 4.686459 0.750012 -4.494824
43 C 4.807759 -0.341988 -3.650724
44 C 3.924059 -0.508188 -2.604224
45 C 2.900459 0.412412 -2.399924
46 C 2.777459 1.502812 -3.249524
47 C 3.673659 1.670312 -4.292624
48 P 1.734559 0.121712 -1.006424
49 C 1.339559 -1.634888 -1.329224
50 C 0.292359 -1.826988 -2.226624
51 C -0.178241 -3.096388 -2.489824
52 C 0.410359 -4.189088 -1.874024
53 C 1.493759 -4.007688 -1.031924
54 C 1.964959 -2.734988 -0.754224
55 C 2.896459 0.137912 0.404576
56 C 3.989359 0.936112 0.409376
57 C 4.919759 0.930912 1.498876
58 C 4.716059 0.180012 2.592776
59 C 3.442459 -0.495188 2.822276
60 C 2.460759 -0.515888 1.643476
61 H 5.384359 0.882712 -5.305524
62 H 5.590959 -1.066788 -3.806324
63 H 4.019859 -1.353488 -1.940624
64 H 1.985859 2.223712 -3.098424
65 H 3.579559 2.521212 -4.948624
66 H -0.169441 -0.967288 -2.688924
67 H -1.011141 -3.236988 -3.157624
68 H 0.035159 -5.182888 -2.064324
69 H 1.971859 -4.859588 -0.572624
70 H 2.814359 -2.605788 -0.096424
71 H 4.249859 1.505212 -0.471424
72 H 5.843659 1.473112 1.375876
73 H 5.483359 0.072312 3.344476
74 H 3.483659 -1.351988 3.481776
75 H 1.844959 -1.396588 1.513776

Atoms 1-6, force components in eV/Å:
0.154 -0.066 0.295
-0.090 -0.080 -0.011
0.134 0.110 0.153
0.135 0.023 0.218
0.085 -0.005 -0.833
-0.494 0.219 -0.122

Values from the calculation:
highest occupied orbital energy = -10.09 eV
E_LUMO = -3.126 eV
2S+1 = 1
net charge = +1
calculated total energy = -2310.625336 Eh
HOMO-LUMO gap = 7.0 eV

Atom charges from the Mulliken analysis, given in e for atoms 1 to 4: atom 1 (Pb): 1.163, atom 2 (C): -0.754, atom 3 (C): -0.693, atom 4 (C): -0.810

***

Entry 4:
Entry from the Open Molecules 2025 dataset: one molecule with the formula C6H9N (the ωB97M-V functional and the def2-TZVPD basis).

Element x y z (Å)
1 C -0.910410 -0.561224 -0.986937
2 C -1.075277 0.614099 1.856031
3 C -0.662392 1.769410 0.984632
4 C 0.211767 1.395866 0.038060
5 C 0.207271 -0.113096 -0.009713
6 C 1.477642 -0.883350 -0.351499
7 N -0.370493 -0.372263 1.320079
8 H -1.210623 -1.586875 -0.745543
9 H -1.792834 0.075240 -0.876790
10 H -0.569655 -0.525433 -2.023131
11 H -1.041554 2.771891 1.149501
12 H 0.812570 2.028260 -0.611412
13 H 1.259717 -1.958481 -0.318274
14 H 1.766960 -0.650521 -1.383336
15 H 2.326390 -0.677541 0.305540
16 H -0.429073 -1.325977 1.652792

Atoms 1-6, force components in eV/Å:
-0.102 -0.087 -0.212
0.581 -0.056 -0.153
0.159 0.140 0.093
-0.223 -0.066 0.061
-0.018 0.045 -0.018
0.022 0.014 0.066

Values from the calculation:
highest occupied orbital energy = -8.13 eV
E_LUMO = 0.630 eV
2S+1 = 1
calculated total energy = -288.685677 Eh
HOMO-LUMO gap = 8.8 eV
ΔE to the lowest compared entry with this formula, charge and spin = 2.6222 eV

Atom charges from the natural (NBO) analysis, given in e for atoms 1 to 4: atom 1 (C): -0.585, atom 2 (C): 0.046, atom 3 (C): -0.307, atom 4 (C): -0.154